1.
Below is a single C4H11IO3Si molecule in a non-equilibrium geometry, with properties calculated with the ωB97M-V functional and the def2-TZVPD basis.

Element x y z (Å)
C (-2.471, 1.751, 0.766)
C (-1.160, 1.005, 1.002)
O (-0.738, 0.549, -0.234)
Si (0.977, -0.610, -0.463)
I (2.668, 0.788, 0.601)
O (0.876, -2.034, 0.241)
C (0.683, -2.304, 1.602)
O (1.225, -0.866, -2.009)
C (1.482, 0.123, -2.965)
H (-2.307, 2.542, 0.038)
H (-3.209, 1.061, 0.359)
H (-2.846, 2.178, 1.692)
H (-1.324, 0.173, 1.706)
H (-0.414, 1.685, 1.447)
H (1.189, -3.243, 1.832)
H (-0.384, -2.406, 1.812)
H (1.097, -1.514, 2.233)
H (0.581, 0.704, -3.154)
H (1.803, -0.378, -3.878)
H (2.274, 0.797, -2.629)

Results
orbital gap = 0.36423 hartree
SMILES string = CCO[Si](I)(OC)OC
LUMO = 0.413 eV
HOMO energy = -9.50 eV

---

2.
Below is C48H45Br4FeGeN2O5P2 as an isolated structure, with properties calculated with the ωB97M-V functional and the def2-TZVPD basis.

Element x y z (Å)
Fe (-0.215, -0.443, -0.861)
Br (-2.568, -5.493, -5.071)
C (-2.448, -4.109, -3.794)
C (-3.579, -3.641, -3.145)
Br (-5.278, -4.379, -3.513)
C (-3.462, -2.607, -2.204)
Br (-4.971, -1.874, -1.324)
C (-2.231, -2.050, -1.896)
O (-2.052, -1.071, -1.041)
C (-1.061, -2.551, -2.542)
O (0.072, -1.997, -2.208)
C (-1.198, -3.553, -3.492)
Br (0.390, -4.094, -4.371)
O (-0.787, 2.291, 1.761)
C (-1.820, 1.981, 2.600)
C (-2.624, 2.911, 3.228)
C (-3.684, 2.443, 3.997)
C (-3.926, 1.084, 4.119)
C (-3.112, 0.168, 3.462)
C (-2.046, 0.612, 2.692)
P (-0.863, -0.452, 1.786)
C (0.634, -0.201, 2.806)
C (0.601, -0.262, 4.199)
C (1.742, -0.003, 4.942)
C (2.927, 0.337, 4.301)
C (2.966, 0.417, 2.918)
C (1.823, 0.148, 2.178)
C (-1.470, -2.120, 2.185)
C (-0.799, -3.020, 3.008)
C (-1.288, -4.308, 3.178)
C (-2.447, -4.705, 2.527)
C (-3.118, -3.813, 1.702)
C (-2.632, -2.527, 1.528)
C (0.121, 3.300, 1.907)
C (0.379, 3.973, 3.084)
C (1.360, 4.958, 3.071)
C (2.054, 5.249, 1.907)
C (1.791, 4.535, 0.742)
C (0.828, 3.538, 0.729)
P (0.352, 2.433, -0.661)
C (1.500, 2.997, -1.959)
C (1.086, 3.572, -3.155)
C (2.015, 3.904, -4.133)
C (3.366, 3.677, -3.922)
C (3.791, 3.112, -2.727)
C (2.862, 2.768, -1.760)
C (-1.269, 3.152, -1.102)
C (-1.460, 4.533, -1.132)
C (-2.707, 5.064, -1.419)
C (-3.780, 4.217, -1.667)
C (-3.599, 2.843, -1.629)
C (-2.348, 2.309, -1.350)
H (-2.446, 3.970, 3.101)
H (-4.330, 3.155, 4.494)
H (-4.752, 0.732, 4.720)
H (-3.312, -0.892, 3.544)
H (-0.327, -0.501, 4.706)
H (1.705, -0.059, 6.022)
H (3.815, 0.546, 4.882)
H (3.883, 0.696, 2.416)
H (1.854, 0.226, 1.095)
H (0.122, -2.734, 3.497)
H (-0.754, -5.004, 3.812)
H (-2.820, -5.713, 2.653)
H (-4.009, -4.120, 1.169)
H (-3.130, -1.855, 0.841)
H (-0.157, 3.729, 3.991)
H (1.577, 5.499, 3.982)
H (2.804, 6.028, 1.902)
H (2.347, 4.760, -0.160)
H (0.032, 3.745, -3.331)
H (1.678, 4.343, -5.063)
H (4.086, 3.941, -4.684)
H (4.844, 2.935, -2.554)
H (3.200, 2.329, -0.825)
H (-0.630, 5.198, -0.923)
H (-2.843, 6.138, -1.443)
H (-4.756, 4.631, -1.885)
H (-4.429, 2.174, -1.814)
H (-2.238, 1.230, -1.335)
C (-0.615, 0.504, -5.399)
O (0.675, 0.195, -4.841)
C (0.730, 0.233, -3.521)
O (-0.197, 0.609, -2.815)
N (1.952, -0.147, -3.062)
N (2.043, -0.509, -1.704)
H (-0.486, 0.424, -6.473)
H (-0.916, 1.510, -5.116)
H (-1.349, -0.218, -5.042)
H (2.531, -0.651, -3.719)
H (2.902, -0.133, -1.320)
H (2.010, -1.528, -1.633)
C (3.744, -3.558, 1.525)
Ge (2.502, -4.216, 0.162)
C (1.951, -6.047, 0.545)
C (3.420, -4.175, -1.563)
C (0.953, -3.061, 0.217)
H (4.630, -4.190, 1.578)
H (3.274, -3.537, 2.508)
H (4.065, -2.543, 1.286)
H (2.822, -6.697, 0.633)
H (1.321, -6.421, -0.261)
H (1.384, -6.093, 1.474)
H (4.255, -4.875, -1.543)
H (3.819, -3.183, -1.781)
H (2.739, -4.453, -2.365)
H (1.063, -2.181, 0.841)
H (-0.056, -3.433, 0.099)

Results
orbital gap (alpha / beta) = 0.25102 / 0.24941 hartree
expectation value of S² = 8.77
LUMO (alpha / beta) = 0.214 / 0.041 eV
spin multiplicity = 6
HOMO energy (alpha / beta) = -6.62 / -6.75 eV

---

3.
Below is a single C10H9N5 molecule in a non-equilibrium geometry, with properties calculated with the ωB97M-V functional and the def2-TZVPD basis.

Element x y z (Å)
C (-3.266, -1.426, -1.641)
C (-2.794, -0.493, -0.559)
N (-3.803, 0.408, -0.160)
N (-3.344, 1.282, 0.648)
C (-2.001, 0.966, 0.859)
C (-1.056, 1.516, 1.647)
N (0.231, 0.887, 1.676)
C (0.599, 0.018, 0.682)
C (1.989, 0.120, 0.314)
C (2.708, -0.539, -0.738)
C (3.991, -0.166, -0.535)
N (4.044, 0.627, 0.537)
N (2.848, 0.751, 1.134)
C (-0.282, -0.677, -0.034)
C (-1.695, -0.207, 0.080)
H (-4.121, -1.884, -1.296)
H (-2.517, -2.175, -1.826)
H (-3.479, -0.831, -2.563)
H (-1.359, 2.384, 2.208)
H (0.972, 1.502, 2.034)
H (2.374, -1.059, -1.573)
H (4.844, -0.483, -1.064)
H (5.009, 0.886, 0.932)
H (0.109, -1.406, -0.763)

Results
orbital gap = 0.29608 hartree
SMILES string = Cc1nnc2c[nH]c(-c3cc[nH]n3)cc1-2
LUMO = 0.200 eV
HOMO energy = -7.86 eV

---

4.
Below is a single C8H8O3 molecule in a non-equilibrium geometry, with properties calculated with the ωB97M-V functional and the def2-TZVPD basis.

Element x y z (Å)
C (1.350, 2.447, 0.765)
C (0.477, 1.236, 0.453)
C (-0.780, 1.355, -0.090)
C (-1.625, 0.181, -0.272)
O (-2.929, 0.044, -0.369)
C (-1.023, -1.145, -0.341)
C (0.300, -1.318, 0.195)
C (0.927, -2.498, -0.507)
O (2.045, -2.528, -0.763)
O (0.086, -3.574, -1.072)
C (1.217, -0.132, 0.507)
H (2.395, 2.020, 0.508)
H (1.082, 3.367, -0.047)
H (1.325, 3.049, 1.847)
H (-1.274, 2.455, -0.190)
H (-3.445, 0.826, -0.271)
H (-1.730, -2.164, -0.424)
H (-0.774, -3.621, -0.455)
H (2.376, 0.001, 0.524)

Results
orbital gap = 0.31276 hartree
SMILES string = Cc1cc(O)cc(C(=O)O)c1
LUMO = 0.058 eV
HOMO energy = -8.45 eV

---

5.
Below is C5H7NO as an isolated structure in a non-equilibrium geometry, with properties calculated with the ωB97M-V functional and the def2-TZVPD basis.

Element x y z (Å)
O (2.739, 0.185, -0.307)
C (1.667, 0.564, -0.711)
C (0.362, 0.037, -0.199)
C (-0.802, -0.542, -0.994)
N (-1.302, -0.443, 0.675)
C (-0.699, 0.904, 0.532)
C (0.107, -0.982, 0.890)
H (1.588, 1.390, -1.455)
H (-1.252, 0.156, -1.714)
H (-1.375, -1.388, -0.656)
H (-1.334, 1.560, -0.073)
H (-0.450, 1.348, 1.498)
H (0.490, -0.754, 1.888)
H (0.262, -2.036, 0.626)

Results
orbital gap = 0.35806 hartree
LUMO = 0.757 eV
HOMO energy = -8.99 eV

---

6.
Below is a 2-piece molecular cluster, C2H8N2S2 overall in a non-equilibrium geometry, with properties calculated with the ωB97M-V functional and the def2-TZVPD basis.

Element x y z (Å)
C (-1.391, -0.854, 0.979)
C (0.684, 1.622, -0.930)
N (-0.844, -3.097, -1.094)
N (1.416, -0.212, 0.711)
S (-1.229, -0.644, -0.788)
S (0.995, -0.170, -0.774)
H (-0.437, -0.551, 1.435)
H (-1.589, -1.902, 1.174)
H (-2.203, -0.224, 1.331)
H (0.051, 1.941, -0.109)
H (0.201, 1.802, -1.885)
H (1.638, 2.136, -0.878)
H (-1.025, -3.146, -2.097)
H (1.849, -1.092, 0.963)

Results
orbital gap (alpha / beta) = 0.30503 / 0.30430 hartree
LUMO (alpha / beta) = -0.197 / -0.099 eV
HOMO energy (alpha / beta) = -8.50 / -8.38 eV

---

7.
Below is C47H56FN5O3P2PbS as an isolated structure in a non-equilibrium geometry, with properties calculated with the ωB97M-V functional and the def2-TZVPD basis.

Element x y z (Å)
Pb (0.930, 0.605, -0.670)
C (1.908, 3.734, -7.815)
C (0.981, 2.559, -8.114)
C (1.616, 1.635, -9.147)
C (0.645, 0.519, -9.501)
C (0.264, -0.222, -8.248)
C (-0.124, -1.542, -8.304)
C (-0.474, -2.216, -7.141)
F (-0.862, -3.502, -7.235)
C (-0.423, -1.605, -5.920)
C (-0.013, -0.270, -5.837)
C (0.067, 0.355, -4.499)
O (-0.094, -0.345, -3.492)
C (0.305, 1.771, -4.516)
C (0.563, 2.383, -5.703)
N (0.662, 1.775, -6.906)
C (0.312, 0.438, -7.004)
C (0.197, 2.750, -3.329)
O (-0.216, 3.866, -3.645)
O (0.587, 2.427, -2.156)
H (2.286, 4.129, -8.757)
H (2.755, 3.411, -7.210)
H (1.397, 4.548, -7.304)
H (0.038, 2.944, -8.522)
H (2.532, 1.209, -8.727)
H (1.884, 2.212, -10.031)
H (1.086, -0.171, -10.221)
H (-0.250, 0.945, -9.965)
H (-0.163, -2.058, -9.255)
H (-0.678, -2.137, -5.016)
H (0.702, 3.452, -5.685)
C (0.194, -1.378, 4.504)
P (-0.235, -0.949, 2.754)
C (-1.121, -2.533, 2.352)
C (-1.603, 0.233, 3.117)
C (-2.696, -0.103, 3.910)
C (-3.652, 0.841, 4.249)
C (-3.520, 2.147, 3.808)
C (-2.442, 2.503, 3.016)
C (-1.478, 1.564, 2.657)
P (-0.095, 2.041, 1.540)
C (-0.613, 3.640, 0.807)
C (1.137, 2.620, 2.779)
H (-0.684, -1.675, 5.078)
H (0.652, -0.508, 4.977)
H (0.916, -2.196, 4.503)
H (-1.851, -2.729, 3.140)
H (-0.346, -3.306, 2.391)
H (-2.576, -1.782, 0.966)
H (-2.814, -1.117, 4.274)
H (-4.494, 0.564, 4.871)
H (-4.253, 2.892, 4.090)
H (-2.351, 3.528, 2.676)
H (-1.581, 3.515, 0.324)
H (0.110, 3.869, 0.022)
H (-0.646, 4.457, 1.529)
H (0.697, 3.348, 3.461)
H (1.967, 3.069, 2.233)
H (1.510, 1.766, 3.345)
N (3.761, 2.368, 0.343)
C (2.813, 1.822, -0.034)
N (-2.247, 0.790, -0.277)
C (-3.367, 1.001, -0.422)
C (-4.765, 1.269, -0.521)
C (-5.212, 2.589, -0.577)
C (-6.571, 2.846, -0.621)
C (-7.478, 1.795, -0.609)
C (-7.032, 0.482, -0.565)
C (-5.676, 0.212, -0.520)
H (-4.495, 3.398, -0.591)
H (-6.924, 3.867, -0.667)
H (-8.540, 2.001, -0.635)
H (-7.743, -0.333, -0.569)
H (-5.314, -0.807, -0.484)
C (-3.191, -4.480, 1.641)
C (-2.366, -3.866, 0.504)
C (-3.314, -3.541, -0.670)
C (-1.772, -2.522, 0.975)
C (-1.322, -4.844, -0.035)
C (-0.317, -4.417, -0.900)
C (0.557, -5.317, -1.489)
C (0.439, -6.676, -1.246)
C (-0.565, -7.121, -0.402)
C (-1.427, -6.214, 0.200)
H (-3.818, -3.707, 2.092)
H (-2.549, -4.894, 2.418)
H (-3.842, -5.270, 1.266)
H (-4.203, -3.016, -0.309)
H (-3.631, -4.453, -1.179)
H (-2.804, -2.900, -1.393)
H (-1.032, -2.184, 0.249)
H (-0.204, -3.368, -1.136)
H (1.324, -4.949, -2.161)
H (1.117, -7.380, -1.712)
H (-0.682, -8.180, -0.207)
H (-2.191, -6.613, 0.851)
C (4.399, -2.359, 3.161)
C (3.950, -0.987, 2.661)
N (4.561, -0.663, 1.384)
C (4.046, -0.982, 0.187)
S (2.583, -1.816, 0.039)
N (4.792, -0.652, -0.882)
C (4.403, -0.811, -2.273)
C (5.318, -1.797, -2.992)
H (3.894, -2.611, 4.094)
H (5.476, -2.377, 3.327)
H (4.151, -3.111, 2.412)
H (4.228, -0.209, 3.372)
H (2.869, -0.975, 2.530)
H (5.385, -0.085, 1.404)
H (5.630, -0.118, -0.713)
H (4.429, 0.166, -2.762)
H (3.380, -1.179, -2.286)
H (6.344, -1.429, -3.014)
H (4.979, -1.949, -4.017)
H (5.301, -2.756, -2.474)

Results
orbital gap = 0.28249 hartree
LUMO = 0.264 eV
HOMO energy = -7.42 eV

---

8.
Below is a 2-piece molecular cluster, C19H35N4O6 overall in a non-equilibrium geometry, with properties calculated with the ωB97M-V functional and the def2-TZVPD basis.

Element x y z (Å)
C (-2.900, 1.591, 1.385)
C (-3.742, 0.697, 0.804)
C (-3.149, -0.365, -0.048)
O (-2.541, -0.201, -1.081)
O (-3.321, -1.591, 0.497)
C (-2.136, -2.389, 0.502)
C (-2.016, -3.288, -0.738)
C (-1.907, -4.775, -0.394)
C (-0.654, -5.135, 0.425)
C (0.505, -5.701, -0.419)
C (1.582, -4.699, -0.821)
N (2.040, -3.908, 0.315)
C (2.609, -2.720, 0.202)
N (3.009, -1.965, 1.239)
C (3.495, -0.871, 0.690)
N (3.447, -0.898, -0.633)
C (3.905, 0.158, -1.551)
C (3.779, -0.227, -3.016)
O (2.509, -0.774, -3.371)
C (1.432, 0.019, -3.020)
C (0.187, -0.767, -2.773)
O (1.528, 1.211, -2.960)
N (2.873, -2.095, -0.961)
H (-2.851, 1.721, 2.462)
H (-2.263, 2.251, 0.797)
H (-4.824, 0.769, 0.894)
H (-1.252, -1.753, 0.588)
H (-2.185, -3.008, 1.397)
H (-2.895, -3.132, -1.360)
H (-1.133, -3.011, -1.318)
H (-2.801, -5.055, 0.169)
H (-1.946, -5.373, -1.307)
H (-0.349, -4.282, 1.035)
H (-0.944, -5.916, 1.128)
H (0.982, -6.512, 0.139)
H (0.087, -6.171, -1.308)
H (2.417, -5.178, -1.337)
H (1.135, -3.995, -1.536)
H (1.921, -4.276, 1.245)
H (3.891, -0.040, 1.251)
H (4.967, 0.310, -1.353)
H (3.401, 1.093, -1.320)
H (3.949, 0.678, -3.600)
H (4.566, -0.924, -3.293)
H (0.343, -1.502, -1.983)
H (-0.643, -0.113, -2.535)
H (-0.049, -1.341, -3.672)
H (2.725, -2.371, -1.922)
C (-0.360, 4.251, 2.673)
O (-1.522, 4.588, 1.941)
C (-2.307, 5.594, 2.571)
C (-2.094, 6.952, 1.941)
O (-0.776, 7.427, 2.154)
C (0.068, 7.282, 1.028)
H (0.274, 3.650, 2.022)
H (0.194, 5.140, 2.984)
H (-0.616, 3.659, 3.560)
H (-2.091, 5.635, 3.642)
H (-3.356, 5.310, 2.448)
H (-2.778, 7.665, 2.411)
H (-2.325, 6.916, 0.872)
H (-0.192, 8.010, 0.252)
H (0.013, 6.274, 0.608)
H (1.088, 7.475, 1.358)

Results
orbital gap = 0.29069 hartree
LUMO = -2.718 eV
total charge = +1
HOMO energy = -10.63 eV

---

9.
Below is C22H37ClDyO3SSi as an isolated structure in a non-equilibrium geometry, with properties calculated with the ωB97M-V functional and the def2-TZVPD basis.

Element x y z (Å)
C (0.980, -1.946, -1.803)
C (1.051, -1.983, -3.215)
C (-0.275, -1.974, -3.710)
H (1.951, -2.018, -3.806)
C (-1.155, -1.895, -2.609)
C (-0.374, -1.889, -1.432)
H (-0.748, -1.786, -0.427)
H (1.820, -1.892, -1.131)
H (-0.560, -1.958, -4.747)
H (-2.230, -1.836, -2.658)
Dy (0.109, 0.062, -2.674)
Cl (0.810, 1.290, -0.951)
C (0.216, 2.974, -7.402)
C (-0.997, 2.342, -7.740)
C (-0.690, 1.124, -8.379)
H (-1.992, 2.726, -7.543)
C (0.712, 1.003, -8.436)
C (1.273, 2.146, -7.832)
H (2.332, 2.353, -7.718)
H (0.319, 3.929, -6.898)
H (-1.409, 0.406, -8.761)
H (1.264, 0.175, -8.869)
C (-1.799, -3.467, 1.954)
C (-1.998, -1.997, 2.353)
C (-3.189, -1.411, 1.569)
C (-2.274, -1.911, 3.861)
O (-0.929, -1.350, 2.082)
Si (-0.174, -0.026, 1.591)
S (-1.143, 0.802, -0.284)
O (-0.210, 1.092, 2.749)
C (-0.619, 2.196, 3.254)
C (-0.840, 3.246, 2.150)
C (-1.928, 1.956, 4.019)
C (0.443, 2.727, 4.233)
O (1.374, -0.380, 1.298)
C (2.598, -0.478, 1.671)
C (3.523, 0.054, 0.560)
C (2.847, 0.358, 2.937)
C (2.923, -1.952, 1.955)
H (-2.707, -4.063, 2.187)
H (-0.939, -3.906, 2.505)
H (-1.595, -3.560, 0.866)
H (-4.122, -1.969, 1.802)
H (-3.345, -0.344, 1.836)
H (-3.011, -1.475, 0.475)
H (-1.418, -2.322, 4.439)
H (-2.430, -0.860, 4.169)
H (-3.188, -2.486, 4.124)
H (-1.637, 2.922, 1.451)
H (-1.157, 4.215, 2.592)
H (0.097, 3.411, 1.575)
H (-1.763, 1.231, 4.844)
H (-2.299, 2.904, 4.465)
H (-2.709, 1.558, 3.338)
H (0.653, 1.978, 5.028)
H (1.390, 2.960, 3.706)
H (0.096, 3.664, 4.718)
H (3.313, 1.126, 0.352)
H (4.590, -0.028, 0.861)
H (3.396, -0.511, -0.384)
H (2.194, 0.024, 3.771)
H (3.907, 0.270, 3.264)
H (2.650, 1.426, 2.722)
H (2.272, -2.344, 2.766)
H (2.764, -2.570, 1.046)
H (3.984, -2.063, 2.270)

Results
orbital gap (alpha / beta) = 0.17509 / 0.17571 hartree
expectation value of S² = 9.70
LUMO (alpha / beta) = 2.063 / 2.082 eV
spin multiplicity = 6
total charge = -1
HOMO energy (alpha / beta) = -2.70 / -2.70 eV